a | Here is C6H6N2O in the gas phase from OMol25. Energies are from ωB97M-V/def2-TZVPD.

The geometry in XYZ format:
```
15
Properties=species:S:1:pos:R:3:nbo_charge:R:1
N 2.1089 -0.6910 -1.0788 -0.81
C 1.7131 0.1214 -0.0121 0.40
N 2.1934 1.4640 0.2982 -0.34
C 0.9369 1.4081 -0.0276 0.21
C -0.3157 1.9276 -0.2749 -0.33
C -1.3624 1.0588 0.1200 -0.08
C -1.1453 -0.1543 0.7190 -0.41
C -0.0715 -0.9396 1.0456 0.24
O 1.2513 -0.7055 1.1486 -0.51
H 1.5354 -1.5640 -0.8512 0.37
H 3.1095 -0.9838 -0.9464 0.37
H -0.4746 2.9428 -0.6047 0.24
H -2.4811 1.2887 -0.0413 0.22
H -2.1164 -0.6194 0.7256 0.23
H -0.2379 -1.9611 1.3620 0.19
```

Results
**HOMO-LUMO gap (alpha / beta)**: 7.92 / 7.92 eV
**SMILES string**: N[C@@]12N=C1C=CC=CO2
**Total charge**: 0
**LUMO level (alpha / beta)**: -0.52 / -0.52 eV

b | Here is C6H6N2O in the gas phase from OMol25. Energies are from ωB97M-V/def2-TZVPD.

The geometry in XYZ format:
```
15
Properties=species:S:1:pos:R:3:nbo_charge:R:1
C 0.2406 0.9223 -1.9648 -0.63
C 0.1473 -0.1169 -0.8180 -0.05
C 0.0335 -1.4756 -1.0142 -0.18
C -0.1535 -2.2718 0.1314 -0.23
C -0.2985 -1.7100 1.4242 0.02
N -0.3264 -0.3743 1.5504 -0.38
C -0.1407 0.3719 0.4253 0.20
N -0.2099 1.8029 0.7445 0.16
O 0.5888 2.4559 0.1729 -0.26
H -0.1838 0.5418 -2.8777 0.21
H -0.2774 1.8582 -1.6575 0.23
H 1.2558 1.3126 -2.2216 0.24
H -0.0628 -1.9840 -2.0547 0.23
H -0.2896 -3.3991 -0.1155 0.23
H -0.3697 -2.2965 2.3759 0.21
```

Results
**HOMO-LUMO gap**: 8.65 eV
**SMILES string**: Cc1cccnc1N=O
**Total charge**: 0
**LUMO level**: -0.48 eV

Here is how they stack up, most stable first: b, a.

a | Here is a 2-piece molecular cluster, C3H5N3O overall from OMol25. Energies are from ωB97M-V/def2-TZVPD.

The geometry in XYZ format:
```
12
Properties=species:S:1:pos:R:3:nbo_charge:R:1
C -1.1417 0.5033 -1.6672 0.75
C 1.1668 -1.1908 2.1053 0.53
C -1.1866 1.5726 -2.5570 -0.77
N -0.1559 -0.9496 3.9972 0.45
N 0.7312 -1.0602 3.3544 -0.07
N -0.8487 -0.1858 -0.7503 -0.47
O 2.2763 -1.5636 1.7535 -0.49
H -1.3680 2.3633 -1.9361 0.31
H -1.6453 1.3802 -3.5317 0.35
H -0.1711 1.6628 -2.8779 0.33
H -0.7915 -1.0069 -0.1438 0.50
H 3.1345 -1.5251 2.2536 0.58
```

Results
**HOMO-LUMO gap**: 8.62 eV
**Total charge**: +2
**LUMO level**: -11.30 eV

b | Here is an isolated ion of composition C3H5N3O and charge +2 from OMol25. Energies are from ωB97M-V/def2-TZVPD.

The geometry in XYZ format:
```
12
Properties=species:S:1:pos:R:3:nbo_charge:R:1
C 2.3064 -1.3026 -0.3531 0.43
C -0.3565 -0.1589 0.1446 0.34
C -1.6116 0.6186 0.0743 -0.68
N 0.8281 0.2281 0.6560 -0.04
N 1.8974 -0.4493 0.4534 -0.35
N -0.3915 -1.3492 -0.3616 0.39
O -0.5028 -2.4883 -0.4095 0.15
H 2.6208 -1.9886 -1.0233 0.29
H -1.5011 1.3029 -0.7529 0.32
H -1.9945 1.0409 1.0601 0.35
H -2.4528 0.0563 -0.2399 0.30
H 2.5900 -0.0972 1.1783 0.51
```

Results
**HOMO-LUMO gap (alpha / beta)**: 7.96 / 7.45 eV
**Total charge**: +2
**LUMO level (alpha / beta)**: -13.31 / -13.82 eV

Here is how they stack up, most stable first: a, b.

a | Here is a 8-piece molecular cluster, C6H27NO8 overall from OMol25. Energies are from ωB97M-V/def2-TZVPD.

The geometry in XYZ format:
```
42
Properties=species:S:1:pos:R:3:nbo_charge:R:1
N -0.8468 -4.0075 2.1320 -0.84
C 0.5335 -3.9214 1.5195 -0.21
C 0.9269 -2.3146 1.4066 -0.42
C -0.1943 -1.2402 1.2736 -0.43
C -0.7558 -1.3918 -0.1766 -0.17
C -1.0028 -0.3006 -0.8843 -0.22
C -1.5225 -0.2554 -2.3102 -0.11
O -0.7912 0.6885 -3.1415 -0.75
H -0.9381 -3.3469 2.8111 0.34
H -1.5901 -3.8447 1.4376 0.35
H 1.2881 -4.4793 2.1390 0.19
H 0.5964 -4.2420 0.5377 0.18
H 1.6696 -2.3739 0.6259 0.21
H 1.4125 -2.1973 2.3934 0.19
H 0.2865 -0.2613 1.3970 0.21
H -0.8461 -1.3397 2.0662 0.20
H -0.8081 -2.4650 -0.4120 0.20
H -0.8623 0.6748 -0.4285 0.21
H -1.4437 -1.2775 -2.7176 0.18
H -2.5704 0.2122 -2.5584 0.21
H 0.1471 0.6411 -2.9853 0.48
O 1.6359 1.6099 1.7555 -0.94
H 1.4624 1.0284 2.5873 0.47
H 2.5549 1.7218 1.8275 0.48
O 1.9889 0.0054 -1.2767 -0.97
H 2.2815 0.8965 -1.6499 0.49
H 1.7781 0.3530 -0.3523 0.50
O -1.4983 2.8929 -1.6771 -0.99
H -2.2598 3.1569 -2.1359 0.47
H -1.1752 2.0816 -2.1399 0.50
O 1.2576 3.0360 -1.4742 -0.98
H 0.3634 3.2890 -1.2115 0.51
H 1.3750 3.2937 -2.3678 0.47
O -4.4432 1.6983 0.0945 -0.95
H -4.1398 1.2605 0.8057 0.47
H -3.7788 2.2960 -0.2864 0.48
O -1.3446 3.1568 1.8385 -0.93
H -1.1575 4.0068 2.0800 0.46
H -0.6742 2.6211 2.0693 0.47
O 4.6044 -0.1847 -0.5601 -0.96
H 4.7858 -0.9952 -1.2152 0.45
H 3.6950 -0.1824 -0.8367 0.47
```

Results
**HOMO-LUMO gap**: 9.32 eV
**SMILES string**: NCCC/C=C/CO.O.O.O.O.O.O.O
**Total charge**: 0
**LUMO level**: 0.17 eV

b | Here is a 9-piece molecular cluster, C6H27NO8 overall from OMol25. Energies are from ωB97M-V/def2-TZVPD.

The geometry in XYZ format:
```
42
Properties=species:S:1:pos:R:3:nbo_charge:R:1
C -0.5260 -0.9825 -2.9618 -0.38
C -0.0367 0.2004 -2.5687 -0.22
C 1.3038 0.3309 -1.9365 -0.27
N 1.2334 1.2301 -0.7364 -0.67
C 0.4556 0.7115 0.3315 -0.02
C 0.6867 1.0342 1.6048 -0.28
C -0.2772 0.6939 2.7063 -0.65
H 0.0085 -1.9624 -2.8670 0.20
H -1.4842 -1.1034 -3.4327 0.21
H -0.6057 1.0866 -2.7130 0.20
H 1.7924 -0.6833 -1.7389 0.20
H 2.0032 0.7810 -2.6840 0.22
H 2.1620 1.5341 -0.4918 0.42
H -0.3373 0.1047 -0.0443 0.19
H 1.5123 1.6307 1.8740 0.21
H -0.8042 -0.2678 2.4819 0.20
H 0.1966 0.6204 3.6528 0.21
H -1.1053 1.3773 2.8033 0.22
O 3.7371 0.4027 0.2476 -1.00
H 3.3053 -0.4505 0.2002 0.50
H 4.6842 0.2292 0.0865 0.47
O -0.0150 -2.3482 0.7116 -0.99
H -0.2438 -3.2643 0.4977 0.49
H -0.8439 -1.8658 0.5735 0.52
O -3.4096 0.2219 -1.6644 -0.96
H -2.6239 0.7370 -2.0000 0.47
H -2.9919 -0.4360 -1.1446 0.48
O -1.2514 2.8573 -1.0576 -0.98
H -1.1488 3.7526 -0.6381 0.49
H -0.3705 2.4916 -1.0647 0.50
O -2.8348 1.5063 0.6073 -0.96
H -2.2446 2.0148 0.0642 0.50
H -3.5733 1.4583 0.0310 0.49
O -2.3352 -1.0562 0.4536 -1.02
H -3.0087 -1.4434 0.9550 0.48
H -2.3699 -0.0461 0.6602 0.52
O 2.6200 -2.0123 0.2490 -0.98
H 1.6679 -1.9891 0.1648 0.49
H 2.7218 -2.2258 1.1448 0.49
O 1.6916 -1.8710 2.7428 -0.96
H 1.7482 -0.9857 2.7544 0.46
H 0.9111 -2.0138 2.1454 0.49
```

Results
**HOMO-LUMO gap**: 8.58 eV
**SMILES string**: C=CCN/C=C/C.O.O.O.O.O.O.O.O
**Total charge**: 0
**LUMO level**: 0.33 eV

Here is how they stack up, most stable first: b, a.

a | Here is a 8-piece molecular cluster, C6H24O9 overall from OMol25. Energies are from ωB97M-V/def2-TZVPD.

The geometry in XYZ format:
```
39
Properties=species:S:1:pos:R:3:nbo_charge:R:1
C 0.3588 1.9505 3.9763 -0.39
C 0.3330 2.5851 2.8050 -0.18
C 1.3132 2.2370 1.7622 -0.45
C 0.6391 1.2498 0.7627 -0.39
C 1.4901 1.1455 -0.4944 -0.52
C 0.7238 0.7440 -1.6608 0.82
O 0.0690 -0.2950 -1.5974 -0.68
O 0.6604 1.5417 -2.7036 -0.75
H -0.3706 2.2474 4.7106 0.19
H 0.9642 1.0983 4.2528 0.20
H -0.2624 3.5057 2.7145 0.21
H 2.2179 1.7356 2.1645 0.21
H 1.8315 3.0624 1.2793 0.21
H -0.3227 1.6516 0.4213 0.21
H 0.5954 0.2827 1.2652 0.23
H 2.3021 0.3669 -0.3596 0.26
H 2.0187 2.0773 -0.7462 0.22
H 0.5160 1.1952 -3.6878 0.53
O -2.9096 -0.0739 0.6036 -0.98
H -1.9472 -0.0882 0.6099 0.50
H -3.3463 0.6930 0.9714 0.49
O -1.9413 -3.4865 1.7769 -0.96
H -2.3414 -2.8116 1.2093 0.49
H -2.4896 -3.4190 2.5684 0.47
O 0.7186 -4.2439 2.1528 -0.95
H 0.7120 -4.8310 1.3794 0.46
H -0.1759 -4.4470 2.4556 0.48
O 2.7244 -2.2765 1.0066 -0.93
H 2.7288 -2.9671 1.6908 0.48
H 2.7185 -2.9343 0.2940 0.46
O -1.8906 2.2324 -1.9572 -0.96
H -2.3254 1.3895 -1.7626 0.47
H -0.9969 1.9406 -2.2008 0.47
O -1.2410 -1.4621 -3.8265 -0.97
H -0.8534 -2.2653 -4.2005 0.47
H -0.7919 -1.4598 -2.9599 0.51
O -0.0733 0.6295 -4.9520 -0.93
H -0.5259 1.4868 -4.9955 0.48
H -0.8302 0.0125 -4.7285 0.53
```

Results
**HOMO-LUMO gap**: 10.01 eV
**SMILES string**: C=CCCCC(=O)O.O.O.O.O.O.O.O
**Total charge**: 0
**LUMO level**: 0.40 eV

b | Here is a 6-piece molecular cluster, C6H24O9 overall from OMol25. Energies are from ωB97M-V/def2-TZVPD.

The geometry in XYZ format:
```
39
Properties=species:S:1:pos:R:3:nbo_charge:R:1
O 1.9590 -0.0044 -0.2199 -0.75
C 2.7650 0.9947 0.3548 -0.09
C 4.1877 0.6006 0.6606 -0.09
O 4.8147 0.0843 -0.5209 -0.74
H 2.3136 -0.2192 -1.0909 0.49
H 2.8870 1.8330 -0.3423 0.18
H 2.2910 1.3315 1.2753 0.19
H 4.2991 -0.2000 1.3996 0.18
H 4.7153 1.4658 1.0737 0.17
H 5.6304 -0.3606 -0.2859 0.48
O -1.4220 3.7079 -3.2064 -0.72
C -1.6890 2.7802 -2.1529 -0.09
C -0.5318 2.5906 -1.1981 -0.09
O -0.0718 3.7914 -0.6207 -0.72
H -1.6587 4.5724 -2.8659 0.47
H -2.5305 3.2169 -1.6026 0.16
H -2.0079 1.8308 -2.5796 0.19
H 0.2744 2.0403 -1.7051 0.15
H -0.8332 1.8967 -0.4021 0.16
H 0.3875 3.5520 0.1864 0.47
O -3.0136 -0.8848 -0.2511 -0.75
C -3.7701 -2.0785 -0.2949 -0.08
C -2.8981 -3.2852 -0.7053 -0.09
O -2.0960 -3.6495 0.3922 -0.73
H -2.2301 -1.0483 0.2984 0.49
H -4.2470 -2.2945 0.6647 0.16
H -4.5826 -1.9236 -1.0098 0.17
H -2.4041 -3.0094 -1.6422 0.16
H -3.5354 -4.1337 -0.9632 0.17
H -1.2687 -3.1539 0.4162 0.49
O -0.4649 -1.1842 1.0085 -0.99
H 0.0937 -0.5934 0.4867 0.49
H -0.4326 -0.8379 1.9122 0.50
O 2.5123 -2.8742 0.8751 -0.95
H 2.1983 -2.0631 0.4532 0.48
H 3.1364 -3.2527 0.2481 0.46
O -1.0031 -0.0481 3.7494 -0.95
H -0.2786 0.0342 4.3790 0.48
H -1.4960 0.7759 3.8257 0.48
```

Results
**HOMO-LUMO gap**: 9.23 eV
**SMILES string**: OCCO.OCCO.OCCO.O.O.O
**Total charge**: 0
**LUMO level**: 0.01 eV

Here is how they stack up, most stable first: a, b.